No. 1
Formula: C3H6S
Source: OMol25
Level of theory: ωB97M-V/def2-TZVPD

Values from the calculation:
- charge = 0
- max |F| (eV Å⁻¹) = 4.0
- E (eV) = -14041.379
- frontier orbital gap (eV) = 10.05
- SMILES string = SC1CC1

Structure (XYZ):
```
10
C3H6S, DFT ωB97M-V/def2-TZVPD
S -2.3455 0.0056 0.0263
C -0.6271 0.1580 -0.6445
C 0.3916 0.9746 0.1667
C 0.5365 -0.6410 -0.0604
H -2.0647 -0.8774 0.8297
H -0.7389 0.2541 -1.6802
H 0.1217 1.0767 1.3206
H 1.0899 1.6985 -0.3789
H 1.2739 -1.1763 -0.6874
H 0.5435 -1.0370 0.9829
```

Here are the Löwdin charges for atoms 1 to 4, given in e: 0.735 -0.642 -0.154 -0.159

No. 2
Formula: C3H6S
Source: OMol25
Level of theory: ωB97M-V/def2-TZVPD

Values from the calculation:
- charge = 0
- max |F| (eV Å⁻¹) = 4.4
- E (eV) = -14041.620
- frontier orbital gap (eV) = 9.93
- SMILES string = SC1CC1

Structure (XYZ):
```
10
C3H6S, DFT ωB97M-V/def2-TZVPD
S -1.1124 -1.7675 0.1994
C -0.1692 -0.2476 0.3806
C 0.7555 0.3346 -0.5905
C -0.4817 1.1214 -0.2055
H 0.0431 -2.4720 0.5452
H 0.0775 -0.2482 1.5129
H 1.7321 0.3981 -0.1984
H 0.7267 -0.3471 -1.4139
H -0.1867 1.9840 0.4932
H -1.3848 1.2443 -0.7230
```

Here are the Löwdin charges for atoms 1 to 4, given in e: 0.682 -0.759 -0.186 -0.123

No. 3
Formula: C3H6S3
Source: OMol25
Level of theory: ωB97M-V/def2-TZVPD

Values from the calculation:
- charge = 0
- max |F| (eV Å⁻¹) = 4.2
- E (eV) = -35711.775
- frontier orbital gap (eV) = 8.11

Structure (XYZ):
```
12
C3H6S3, DFT ωB97M-V/def2-TZVPD
C 0.7541 -2.2498 -0.1810
C -0.3650 0.4841 -0.3283
C 1.1016 -0.5059 2.0239
H 0.6619 -2.5468 0.8855
H 0.8499 -3.0502 -0.9795
H 1.7076 -1.5820 -0.1920
H 0.1456 -1.3394 2.0613
H 1.2687 0.2547 2.8694
H 2.1319 -1.0327 1.9632
S -0.8289 -1.1079 -0.6484
S -1.2174 1.8033 -0.9221
S 1.0645 0.7376 0.5896
```

Here are the Löwdin charges for atoms 1 to 4, given in e: -0.317 -1.639 -0.389 -0.008

No. 4
Formula: C3H7AgClNO6S
Source: OMol25
Level of theory: ωB97M-V/def2-TZVPD

Values from the calculation:
- charge = 0
- max |F| (eV Å⁻¹) = 3.9
- 2S+1 = 3
- E (eV) = -44348.111
- frontier orbital gap (spin up / spin down) (eV) = 7.15 / 5.95
- <S²> = 2.005

Structure (XYZ):
```
20
C3H7AgClNO6S, DFT ωB97M-V/def2-TZVPD
Ag 1.2532 -3.1457 -3.2322
Cl 1.9801 -1.8642 -1.1172
C -0.5400 -2.9300 1.1767
N -0.7375 -4.3939 1.3409
O 0.2672 -5.0828 1.2634
O -1.8725 -4.8150 1.4296
H 0.5089 -2.6511 1.2767
H -1.0926 -2.4950 2.0096
H -0.9947 -2.6304 0.2324
C 0.5239 1.7104 -0.7406
C 1.0645 3.1430 -0.8915
O 0.4613 3.9803 0.1171
S -0.9837 3.3200 0.4952
O -2.0538 3.5528 -0.5070
O -1.2237 3.5276 1.9148
O -0.4654 1.7318 0.2727
H 1.2003 0.8786 -0.5442
H -0.0824 1.4365 -1.6040
H 0.6489 3.4892 -1.8378
H 2.1380 3.2380 -1.0547
```

Here are the Löwdin charges for atoms 1 to 4, given in e: 0.095 0.025 0.012 -0.451